No. 1
{"formula": "C17H17N3OS2", "method": "wB97M-V/def2-TZVPD", "elements": ["C", "C", "C", "C", "C", "C", "C", "H", "H", "N", "C", "C", "C", "C", "C", "H", "H", "H", "H", "C", "O", "C", "H", "H", "S", "C", "N", "N", "C", "S", "H", "C", "H", "H", "H", "H", "H", "H", "H", "H"], "coordinates": [[-4.2175, 3.7645, 0.5869], [-3.1842, 2.7214, 0.2927], [-2.9103, 1.7044, 1.1978], [-1.9652, 0.7352, 0.9156], [-1.2781, 0.7671, -0.2907], [-1.5414, 1.7822, -1.2039], [-2.4842, 2.7470, -0.9091], [-2.6844, 3.5322, -1.6236], [-1.0087, 1.8039, -2.1424], [-0.3192, -0.2216, -0.5947], [0.9884, 0.0130, -0.8766], [1.5957, -1.2113, -1.1329], [0.5828, -2.2060, -1.0134], [-0.5790, -1.5745, -0.6861], [-1.9414, -2.1379, -0.4855], [-2.6988, -1.4759, -0.9033], [-2.1627, -2.2797, 0.5730], [-2.0074, -3.1062, -0.9749], [0.6945, -3.2587, -1.1805], [3.0039, -1.3700, -1.4070], [3.7337, -0.4857, -1.8018], [3.5945, -2.7709, -1.2282], [3.2755, -3.4141, -2.0501], [4.6821, -2.6925, -1.2285], [3.0812, -3.6556, 0.2758], [3.0387, -2.3688, 1.4132], [3.3854, -1.1476, 1.1819], [3.2180, -0.3448, 2.2173], [2.7494, -0.9229, 3.2572], [2.4413, -2.6274, 3.0506], [2.5582, -0.4220, 4.1836], [1.6198, 1.3501, -0.7968], [2.6264, 1.2400, -0.3978], [1.0413, 2.0198, -0.1632], [1.7135, 1.7926, -1.7886], [-1.7488, -0.0410, 1.6339], [-3.4387, 1.6711, 2.1395], [-3.8366, 4.7575, 0.3560], [-4.5153, 3.7357, 1.6317], [-5.1026, 3.5973, -0.0271]], "forces_ev_per_angstrom": [[-0.040, -0.001, -0.044], [0.043, -0.028, 0.019], [-0.037, 0.055, -0.080], [0.179, -0.051, -0.150], [-0.369, 0.389, 0.128], [0.011, -0.172, 0.060], [0.004, -0.023, 0.094], [-0.012, 0.089, -0.081], [0.066, -0.022, -0.092], [0.160, -0.171, -0.043], [0.753, -0.269, -0.113], [-0.751, 0.654, -0.073], [-0.148, 0.198, -0.019], [-0.123, -0.551, -0.097], [0.036, 0.057, 0.060], [-0.111, -0.055, -0.019], [-0.115, -0.012, 0.035], [-0.031, -0.039, -0.024], [-0.083, -0.192, -0.010], [0.301, -0.118, -0.250], [-0.047, -0.025, -0.136], [0.284, 0.028, 0.345], [-0.007, -0.014, 0.000], [-0.136, 0.087, -0.117], [0.101, -0.509, -0.299], [-0.254, -0.235, 0.887], [0.392, -0.915, -1.105], [-0.005, 1.473, 0.984], [-0.281, -0.792, 0.292], [0.327, 0.594, -0.686], [-0.037, 0.170, 0.257], [0.033, 0.094, 0.027], [0.018, 0.046, 0.013], [0.015, 0.061, 0.022], [0.035, 0.093, -0.022], [0.051, -0.091, 0.052], [-0.053, 0.012, 0.095], [-0.030, 0.088, 0.023], [-0.050, 0.047, 0.057], [-0.088, 0.049, 0.009]], "nbo_charge": [-0.63, -0.01, -0.23, -0.15, 0.12, -0.20, -0.21, 0.21, 0.22, -0.36, 0.26, -0.27, -0.26, 0.13, -0.64, 0.22, 0.21, 0.23, 0.22, 0.59, -0.55, -0.62, 0.25, 0.25, 0.32, -0.14, -0.31, -0.23, -0.16, 0.35, 0.22, -0.66, 0.26, 0.22, 0.23, 0.21, 0.21, 0.22, 0.22, 0.22], "multiplicity": 1, "relative_energy_kcal_mol": 16.4, "smiles": "Cc1ccc(-n2c(C)cc(C(=O)CSc3nncs3)c2C)cc1", "charge": 0, "homo_ha": -0.289, "orbital_gap_ev": 8.3479}



No. 2
{"formula": "C17H17N5O3S2", "method": "wB97M-V/def2-TZVPD", "elements": ["C", "N", "C", "C", "C", "C", "C", "C", "H", "H", "H", "H", "H", "S", "O", "O", "C", "C", "C", "C", "C", "C", "H", "H", "H", "N", "C", "O", "C", "H", "H", "S", "C", "N", "C", "N", "N", "H", "H", "H", "H", "H", "H", "H"], "coordinates": [[-3.0521, -0.8273, -1.6480], [-2.6031, -0.2946, -0.3833], [-2.5489, 1.0845, -0.1751], [-3.2134, 1.9709, -1.0235], [-3.1047, 3.3368, -0.8346], [-2.3422, 3.8472, 0.2009], [-1.6874, 2.9722, 1.0515], [-1.7771, 1.6051, 0.8636], [-1.2745, 0.9363, 1.5416], [-1.0857, 3.3559, 1.8617], [-2.2602, 4.9133, 0.3459], [-3.6280, 4.0050, -1.5029], [-3.8253, 1.5982, -1.8291], [-2.6063, -1.4438, 0.8470], [-2.5734, -0.8038, 2.1255], [-3.6626, -2.3771, 0.5872], [-1.0395, -2.2758, 0.5670], [0.0662, -1.5301, 0.2235], [1.2974, -2.1634, 0.0462], [1.3853, -3.5444, 0.2189], [0.2594, -4.2730, 0.5596], [-0.9637, -3.6448, 0.7369], [-1.8567, -4.1889, 0.9975], [0.3388, -5.3413, 0.6888], [2.3360, -4.0343, 0.0869], [2.3807, -1.3612, -0.3027], [3.6822, -1.7146, -0.4300], [4.1406, -2.8263, -0.3057], [4.5707, -0.5213, -0.7829], [4.1500, 0.0701, -1.5945], [5.5628, -0.8866, -1.0462], [4.8431, 0.6049, 0.6302], [3.4440, 1.6200, 0.5179], [2.3614, 1.4201, -0.2152], [1.5910, 2.5000, 0.0508], [2.1292, 3.3371, 0.8957], [3.3135, 2.7807, 1.1939], [3.9512, 3.2149, 1.8414], [0.6256, 2.6443, -0.3872], [2.1657, -0.3607, -0.4058], [-0.0222, -0.4625, 0.0912], [-4.1367, -0.7570, -1.7663], [-2.5550, -0.3050, -2.4662], [-2.7761, -1.8795, -1.6726]], "forces_ev_per_angstrom": [[-0.127, -0.219, -0.360], [-0.132, -0.906, 0.692], [0.189, 0.652, 0.375], [-0.030, -0.319, -0.027], [0.055, 0.100, 0.027], [-0.036, 0.101, -0.021], [-0.026, -0.047, -0.011], [0.024, 0.163, 0.044], [0.095, 0.029, 0.044], [0.066, 0.019, 0.082], [0.000, 0.096, 0.012], [-0.036, 0.036, -0.055], [-0.056, -0.062, -0.086], [0.180, -0.039, -0.068], [0.149, 0.202, -0.152], [0.164, -0.018, -0.218], [-0.461, 0.187, -0.017], [0.228, 0.001, -0.030], [-0.260, -0.272, 0.153], [0.139, -0.074, -0.013], [-0.144, 0.187, 0.043], [-0.196, -0.144, 0.060], [-0.073, -0.151, 0.013], [-0.002, -0.092, 0.006], [0.004, 0.004, -0.017], [-0.212, 0.261, -0.082], [0.044, 0.447, -0.158], [0.188, -0.324, 0.048], [0.021, 0.159, 0.249], [0.046, -0.034, -0.057], [-0.126, -0.001, 0.003], [0.311, -0.296, 0.009], [-0.183, 0.214, -0.053], [0.453, -0.161, -0.009], [0.287, 0.197, 0.201], [-0.603, 0.786, 0.240], [0.157, -0.720, -0.368], [-0.081, 0.009, -0.082], [-0.248, 0.139, -0.058], [0.173, -0.268, -0.048], [0.047, 0.170, -0.063], [0.048, -0.012, -0.038], [0.015, -0.010, 0.046], [-0.050, 0.011, -0.257]], "nbo_charge": [-0.41, -0.71, 0.24, -0.28, -0.19, -0.24, -0.19, -0.28, 0.24, 0.22, 0.22, 0.22, 0.22, 2.33, -0.92, -0.93, -0.33, -0.19, 0.15, -0.22, -0.19, -0.21, 0.24, 0.22, 0.26, -0.64, 0.67, -0.60, -0.61, 0.25, 0.26, 0.30, 0.19, -0.57, 0.15, -0.27, -0.36, 0.42, 0.22, 0.44, 0.22, 0.20, 0.21, 0.23], "multiplicity": 1, "relative_energy_kcal_mol": 22.5, "smiles": "CN(c1ccccc1)S(=O)(=O)c1cccc(NC(=O)CSc2ncn[nH]2)c1", "charge": 0, "homo_ha": -0.316, "orbital_gap_ev": 8.8845}



No. 3
{"formula": "C17H17NO4S", "method": "wB97M-V/def2-TZVPD", "elements": ["C", "C", "C", "C", "C", "C", "C", "C", "H", "H", "H", "H", "C", "O", "C", "H", "O", "C", "O", "C", "N", "C", "O", "C", "C", "C", "C", "S", "H", "H", "H", "H", "H", "H", "H", "H", "H", "H", "H", "H"], "coordinates": [[-3.0220, -1.7999, 0.2860], [-1.5303, -1.6990, 0.2502], [-0.8527, -0.9654, 1.2166], [0.5247, -0.8743, 1.2206], [1.2621, -1.5578, 0.2562], [0.5831, -2.2907, -0.7174], [-0.7981, -2.3559, -0.7462], [-1.4959, -3.1270, -1.8219], [-2.1298, -3.9022, -1.3930], [-2.1304, -2.4641, -2.4093], [-0.7753, -3.5943, -2.4869], [1.1682, -2.8084, -1.4631], [2.7339, -1.5906, 0.2468], [3.3732, -2.5008, -0.2249], [3.4509, -0.3936, 0.8840], [3.4177, -0.4818, 1.9746], [2.8087, 0.8238, 0.5180], [3.4674, 1.6483, -0.3018], [4.6165, 1.5293, -0.6237], [2.5644, 2.7789, -0.7792], [1.2370, 2.7455, -0.2295], [0.2378, 2.0938, -0.8896], [0.3774, 1.6437, -2.0109], [-1.0493, 2.0413, -0.1898], [-1.4342, 2.4396, 1.0632], [-2.8005, 2.2130, 1.3086], [-3.4313, 1.6497, 0.2413], [-2.3750, 1.3803, -1.0789], [-4.4659, 1.3813, 0.1586], [-3.2911, 2.4604, 2.2333], [-0.7760, 2.8786, 1.7922], [1.1344, 2.9346, 0.7533], [2.4673, 2.6663, -1.8654], [3.0494, 3.7358, -0.5681], [4.4933, -0.3803, 0.5494], [1.0195, -0.3030, 1.9901], [-1.4202, -0.4573, 1.9839], [-3.4523, -1.4596, -0.6547], [-3.3253, -2.8365, 0.4316], [-3.4314, -1.2016, 1.0959]], "forces_ev_per_angstrom": [[0.026, -0.059, 0.026], [0.183, 0.043, 0.101], [-0.124, -0.098, 0.037], [0.224, -0.180, -0.160], [-0.633, -0.219, -0.138], [0.101, 0.145, 0.160], [0.099, 0.030, 0.085], [0.001, 0.026, 0.029], [-0.082, -0.079, -0.044], [-0.093, -0.014, -0.102], [0.004, -0.048, -0.069], [0.045, -0.071, -0.077], [0.330, 0.410, 0.160], [0.013, 0.062, 0.030], [0.604, -0.365, -0.033], [-0.013, 0.048, -0.109], [-0.278, -0.171, 0.233], [0.164, 0.366, -0.240], [-0.048, 0.030, -0.058], [-0.015, -0.117, -0.142], [0.125, 0.184, 0.050], [0.319, 0.284, 0.089], [0.012, -0.132, -0.124], [-0.724, -0.160, -0.031], [0.326, -0.049, -0.418], [-0.248, -0.072, 0.043], [0.236, -0.065, -0.321], [0.112, 0.302, 0.498], [-0.233, -0.053, 0.013], [-0.109, 0.034, 0.132], [0.157, 0.092, 0.112], [-0.103, -0.024, -0.089], [0.131, 0.070, 0.205], [0.011, -0.164, -0.039], [-0.245, -0.092, 0.112], [0.061, 0.105, 0.080], [-0.067, 0.048, 0.044], [-0.117, -0.001, -0.055], [-0.098, -0.072, -0.007], [-0.053, 0.027, 0.018]], "nbo_charge": [-0.64, 0.02, -0.24, -0.12, -0.19, -0.14, -0.02, -0.63, 0.22, 0.22, 0.22, 0.23, 0.55, -0.51, -0.19, 0.21, -0.51, 0.79, -0.58, -0.34, -0.60, 0.66, -0.61, -0.32, -0.22, -0.27, -0.40, 0.52, 0.24, 0.23, 0.21, 0.40, 0.27, 0.23, 0.24, 0.20, 0.21, 0.22, 0.22, 0.22], "multiplicity": 1, "relative_energy_kcal_mol": 0.0, "smiles": "Cc1ccc(C(=O)COC(=O)CNC(=O)c2cccs2)cc1C", "charge": 0, "homo_ha": -0.335, "orbital_gap_ev": 9.2939}



No. 4
{"formula": "C17H17NO6S2", "method": "wB97M-V/def2-TZVPD", "elements": ["O", "C", "C", "C", "C", "C", "C", "C", "H", "H", "H", "H", "H", "C", "H", "H", "O", "C", "O", "C", "C", "C", "C", "S", "H", "S", "O", "O", "N", "C", "H", "C", "H", "O", "C", "H", "C", "H", "H", "H", "H", "H", "H"], "coordinates": [[3.4252, 3.0124, 3.5897], [2.5074, 2.6609, 2.8162], [1.2708, 1.8270, 3.3197], [1.6018, 0.8117, 4.1190], [0.7264, 0.0063, 4.4579], [-0.7272, 0.4883, 4.1413], [-0.9871, 1.7457, 3.3619], [0.1447, 2.2283, 3.0625], [-0.0476, 3.1546, 2.5024], [-1.9741, 1.7841, 3.0582], [-1.7254, -0.2838, 4.6147], [0.7300, -0.8877, 5.3150], [2.7794, 0.5862, 4.3608], [2.4610, 3.1849, 1.5061], [2.4526, 4.2020, 1.4567], [3.5105, 3.1498, 1.0776], [1.6117, 2.6841, 0.5452], [1.6335, 1.3614, 0.5341], [2.5112, 0.4502, 0.9204], [0.3356, 0.7951, -0.0434], [0.2347, -0.6430, -0.2622], [-1.2463, -0.6451, -0.7558], [-1.9089, 0.3859, -0.9729], [-1.0115, 1.8801, -0.4723], [-2.7416, 0.2597, -1.2704], [-1.8533, -2.4300, -1.3765], [-1.1608, -3.2682, -0.5498], [-3.3298, -2.2985, -1.3558], [-1.2819, -2.5932, -2.8223], [0.0810, -3.0976, -3.0639], [0.4061, -3.6298, -1.9712], [1.1020, -2.0456, -3.4390], [1.9312, -2.3571, -3.7607], [0.5569, -1.3242, -4.6836], [-0.7975, -0.8329, -4.4114], [-1.3507, -0.5260, -5.2553], [-1.6974, -2.1498, -3.9492], [-2.9620, -1.4401, -3.7106], [-1.9555, -2.7110, -4.7592], [-0.9270, -0.0264, -3.4729], [1.0066, -1.1267, -2.8132], [-0.0165, -3.7340, -3.6438], [0.8698, -1.3157, -0.0332]], "forces_ev_per_angstrom": [[-2.177, -1.225, -2.131], [0.153, -0.270, 5.419], [11.997, 1.001, 0.193], [10.247, 1.051, -0.330], [-11.531, -5.977, 5.277], [-1.302, -1.743, 0.860], [-3.515, -10.173, 5.997], [-4.784, 8.940, -5.910], [1.082, 0.116, -0.397], [-1.608, 1.364, -0.651], [3.330, 2.648, -1.733], [0.462, 2.341, -2.826], [-3.047, 0.833, -0.627], [4.351, 0.304, -3.193], [-1.095, 3.101, 0.441], [-0.611, -0.737, 0.613], [-0.480, -1.356, 0.323], [0.821, -6.519, -0.184], [-3.483, 5.875, -1.453], [1.994, -2.381, -0.042], [-8.869, 10.937, -1.850], [6.249, -9.579, 0.279], [8.121, 6.866, 3.693], [0.158, -2.698, -0.240], [-11.245, -0.251, -4.043], [-5.367, 7.251, 0.823], [2.398, -3.861, 3.175], [2.886, -0.754, -0.709], [3.546, -3.843, 3.455], [3.268, 8.267, 14.162], [-0.577, 1.348, -3.171], [-9.515, 5.280, 0.394], [6.823, -2.492, -1.788], [-1.301, 0.187, 0.573], [-0.210, -2.254, 3.399], [0.363, 0.933, -1.346], [-5.856, 10.836, -3.392], [3.535, -2.260, -0.704], [-0.253, -2.312, -1.929], [0.863, -1.952, -2.523], [1.155, -1.325, 0.675], [-1.192, -10.827, -10.053], [4.216, -4.689, 1.475]], "nbo_charge": [-0.53, 0.58, -0.16, -0.18, -0.22, -0.14, -0.24, -0.22, 0.21, 0.24, 0.22, 0.24, 0.24, -0.23, 0.25, 0.24, -0.46, 0.76, -0.60, -0.28, -0.15, -0.25, -0.33, 0.38, 0.21, 2.36, -0.94, -0.92, -0.77, -0.17, 0.24, -0.07, 0.19, -0.56, -0.10, 0.20, -0.15, 0.17, 0.20, 0.17, 0.20, 0.15, 0.22], "multiplicity": 1, "relative_energy_kcal_mol": 368.5, "charge": 0, "homo_ha": -0.338, "orbital_gap_ev": 8.6437}



Question: Which formula does entry 2 have?
Answer: C17H17N5O3S2